(1)
{
  "formula": "C2H3Cl2PS",
  "method": "ωB97M-V with the def2-TZVPD basis set",
  "orbital_gap_ev": [7.2863, 7.2916],
  "lumo_ev": [-1.5, -1.5],
  "elements": ["Cl", "Cl", "S", "P", "C", "C", "H", "H", "H"],
  "coordinates": [[1.2962, 0.6928, 4.0677], [-1.6443, 1.3134, 3.1660], [-0.9948, -1.6279, 4.4962], [-0.3329, -0.2264, 3.3225], [0.2253, -0.5671, 0.6700], [-0.2811, 0.3598, -0.0656], [-0.1567, 0.3712, -1.1457], [0.8161, -1.4509, 0.6263], [-0.8577, 1.1750, 0.3457]]
}

***

(2)
{
  "formula": "C2H3Cl3",
  "method": "ωB97M-V with the def2-TZVPD basis set",
  "orbital_gap_ev": 11.3635,
  "lumo_ev": 0.6,
  "elements": ["Cl", "Cl", "Cl", "C", "C", "H", "H", "H"],
  "coordinates": [[-0.8120, 1.4795, -1.2510], [0.8438, -0.8111, -1.5437], [-1.9976, -1.0215, -0.8099], [-0.4637, -0.2806, -0.5875], [0.3291, 0.0494, 0.8432], [0.8650, -0.8381, 1.3088], [1.2915, 0.4514, 0.3740], [-0.0561, 0.9709, 1.6661]]
}

***

(3)
{
  "formula": "C2H3Cl3Si",
  "method": "ωB97M-V with the def2-TZVPD basis set",
  "orbital_gap_ev": [7.1414, 8.9312],
  "multiplicity": 3,
  "lumo_ev": [0.7, -1.8],
  "elements": ["Cl", "Cl", "Cl", "Si", "C", "C", "H", "H", "H"],
  "coordinates": [[3.0632, -0.1145, -0.0009], [1.2242, 2.0558, -0.2146], [0.6821, -2.2025, 0.0970], [-1.4323, 0.0963, 0.0872], [0.3271, -0.5789, -0.0220], [1.4657, 0.4553, -0.0587], [-1.3987, 0.3910, 1.4716], [-1.8746, 1.1004, -0.9494], [-2.0567, -1.2030, -0.4101]]
}

***

(4)
{
  "formula": "C2H3ClF2O",
  "method": "ωB97M-V with the def2-TZVPD basis set",
  "orbital_gap_ev": [10.0774, 10.0780],
  "lumo_ev": [0.2, 0.2],
  "elements": ["Cl", "F", "F", "O", "C", "C", "H", "H", "H"],
  "coordinates": [[2.3548, -0.6000, -1.4112], [-1.5088, 0.9303, 1.1872], [-0.1424, 0.2376, -1.6065], [0.3863, -0.3584, 0.7246], [0.9827, 0.3763, -0.9923], [-0.9274, -0.2474, 0.9165], [-0.9241, -1.0088, 1.8707], [-1.4346, -0.7796, 0.0898], [1.2136, 1.4500, -0.7788]]
}

***

(5)
{
  "formula": "C2H3ClFN",
  "method": "ωB97M-V with the def2-TZVPD basis set",
  "orbital_gap_ev": 10.4645,
  "lumo_ev": 0.4,
  "elements": ["Cl", "F", "N", "C", "C", "H", "H", "H"],
  "coordinates": [[1.8887, -0.0819, -2.4363], [1.2455, 0.5186, 1.3549], [2.0594, -0.1563, -0.6913], [0.6131, 0.2285, 0.2155], [-0.7890, 0.3053, 0.1758], [-1.4152, 0.9561, 0.8634], [2.1243, -1.1926, -0.6258], [-1.1630, 0.0819, -0.8712]]
}

***

(6)
{
  "formula": "C2H3ClIN",
  "method": "ωB97M-V with the def2-TZVPD basis set",
  "orbital_gap_ev": 8.5614,
  "lumo_ev": 0.1,
  "elements": ["I", "Cl", "N", "C", "C", "H", "H", "H"],
  "coordinates": [[-1.5745, -2.0090, -3.2937], [0.5529, -0.4610, -1.3336], [0.4602, 0.9956, 0.7776], [0.9033, 0.9371, -0.3514], [0.4610, 1.3031, 2.0242], [-0.4744, 1.7309, 2.3712], [-1.5768, -3.5099, -2.8145], [1.2481, 1.0131, 2.6202]]
}

***

(7)
{
  "formula": "C2H3ClN2",
  "method": "ωB97M-V with the def2-TZVPD basis set",
  "orbital_gap_ev": 10.3337,
  "lumo_ev": 0.4,
  "elements": ["Cl", "N", "N", "C", "C", "H", "H", "H"],
  "coordinates": [[3.6195, 0.5110, -0.5986], [2.1484, -0.9510, 1.3610], [2.6921, -0.9774, -0.0501], [1.4094, -0.6660, 0.3909], [0.1529, -0.1110, -0.1110], [-0.3509, 0.7493, 0.4183], [0.4575, 0.2087, -1.0833], [-0.5904, -0.8952, -0.2338]]
}

***

(8)
{
  "formula": "C2H3ClN2O",
  "method": "ωB97M-V with the def2-TZVPD basis set",
  "orbital_gap_ev": 10.4648,
  "lumo_ev": 0.6,
  "elements": ["Cl", "O", "N", "N", "C", "C", "H", "H", "H"],
  "coordinates": [[-3.1994, 2.1211, -0.2045], [-0.3289, -3.5183, -0.6908], [0.5611, -1.4525, 0.1116], [0.3782, -0.1487, 0.1611], [1.4228, 0.5381, 0.3715], [0.0136, -2.4797, -0.2370], [1.3049, 1.5525, 0.4516], [2.4159, 0.1406, 0.3037], [-2.5682, 3.2469, -0.2670]]
}

***

(9)
{
  "formula": "C2H3ClN2O",
  "method": "ωB97M-V with the def2-TZVPD basis set",
  "orbital_gap_ev": 10.0867,
  "lumo_ev": 0.7,
  "elements": ["Cl", "O", "N", "N", "C", "C", "H", "H", "H"],
  "coordinates": [[-0.9265, -0.4595, -2.2357], [0.9413, -0.0138, 0.5912], [-0.2525, 0.9063, -1.3966], [1.1513, 1.1906, -1.5307], [0.7651, 0.5925, -0.5058], [-0.2683, -0.5097, 1.2023], [0.1966, -0.9286, 2.1476], [-0.7629, -1.1603, 0.4006], [-0.8441, 0.3824, 1.3272]]
}

***

(10)
{
  "formula": "C2H3ClN3O",
  "method": "ωB97M-V with the def2-TZVPD basis set",
  "orbital_gap_ev": 7.7774,
  "lumo_ev": 3.6,
  "charge": -1,
  "elements": ["Cl", "O", "N", "N", "N", "C", "C", "H", "H", "H"],
  "coordinates": [[-3.3924, 1.5808, -1.0807], [4.3479, 0.7414, -0.2166], [2.7239, 0.2593, -1.6923], [0.8378, -0.2392, 0.2316], [3.5318, 0.4046, -0.9481], [-1.6743, -0.5728, 0.7773], [-0.2374, -0.4512, 0.5837], [-1.9393, -0.3166, 1.8774], [-2.3133, 0.1440, 0.1530], [-1.8847, -1.5502, 0.3149]]
}

***

(11)
{
  "formula": "C2H3ClN4S",
  "method": "ωB97M-V with the def2-TZVPD basis set",
  "orbital_gap_ev": 9.0089,
  "lumo_ev": -1.1,
  "elements": ["Cl", "S", "N", "N", "N", "N", "C", "C", "H", "H", "H"],
  "coordinates": [[1.9298, 2.1682, -0.4515], [2.9830, -0.6735, -0.9260], [-0.3630, 0.6270, 0.4302], [4.6148, -0.6046, 1.3745], [1.8430, 0.3553, -0.1892], [0.1423, -1.4716, -0.4724], [0.4438, -0.2861, -0.1723], [3.9818, -0.6688, 0.4436], [1.0383, -1.9488, -0.9023], [-1.3003, 0.5212, 0.3636], [0.0092, 1.5173, 0.2189]]
}

***

(12)
{
  "formula": "C2H3ClNOP",
  "method": "ωB97M-V with the def2-TZVPD basis set",
  "orbital_gap_ev": 11.5918,
  "lumo_ev": 0.0,
  "elements": ["Cl", "P", "O", "N", "C", "C", "H", "H", "H"],
  "coordinates": [[2.2732, 0.1667, -2.4890], [0.2548, 0.5800, -1.8756], [-0.7577, 0.1132, -2.8482], [0.4762, 3.4635, -1.6049], [0.4664, 2.3421, -1.7342], [-0.0426, -0.0585, -0.1626], [-1.1398, -0.4938, -0.0516], [0.6946, -0.8418, 0.0318], [0.2473, 0.8016, 0.5375]]
}

***

Molar mass per entry: 160.99 133.41 161.49 116.49 95.50 203.41 90.51 106.51 106.51 120.52 150.59 123.48 g/mol
ΔE to the lowest compared entry with this formula, charge and spin per entry: 231.5 197.2 364.2 267.4 271.3 222.0 369.7 178.9 434.4 37.3 76.4 24.1 kJ/mol